12
Properties=species:S:1:pos:R:3:mulliken_charge:R:1 method="wB97M-V/def2-TZVPD" homo_ev=-7.676 multiplicity=1 e_tot_ev=-7783.7790 homo_lumo_gap_ev=8.18 fmax_ev_per_a=0.5 e_lumo_ha=0.0186 e_above_lowest_kcal_mol=184.8
C 2.166 1.573 -0.282 0.348
C 1.549 0.575 -0.560 -0.658
C 0.759 -0.594 -0.883 -0.256
N 0.559 -1.649 0.149 -0.558
C -0.514 -0.771 -0.176 0.179
C -1.377 0.017 0.536 0.043
C -2.558 0.364 0.837 -0.758
H 2.709 2.458 -0.033 0.407
H 0.885 -0.990 -1.889 0.312
H 1.012 -1.384 1.024 0.281
H -2.127 -0.695 -0.171 0.371
H -3.063 1.095 1.449 0.290